(1)
112
Properties=species:S:1:pos:R:3:forces:R:3:mulliken_spin:R:1 method="wB97M-V/def2-TZVPD" spin_multiplicity=2 total_charge=+1 s_squared=0.771 e_tot_ev=-165301.330
Se -1.465 -2.059 2.326 -0.01 -0.16 0.15 0.001
Cr -0.807 0.390 -1.503 1.10 -0.30 0.13 1.112
Si 2.065 1.418 -2.422 -0.16 0.07 -0.07 -0.038
O -3.228 -4.114 -1.468 -0.06 -0.11 -0.05 0.000
O -4.741 -2.491 1.079 -0.04 -0.05 0.04 0.000
O -1.686 2.678 -1.230 0.02 0.05 -0.37 0.008
N -0.285 0.482 -3.573 -0.39 0.41 -0.04 -0.048
N -2.261 0.357 -0.194 -0.33 0.40 -0.43 -0.026
N -3.100 -1.527 -1.239 0.14 -0.13 0.07 0.001
N -4.551 -0.128 -0.116 -0.22 0.21 -0.14 0.000
N 0.752 -3.882 2.175 -0.03 -0.11 0.03 0.000
N 1.392 -1.833 2.350 0.06 0.15 0.02 0.000
C -5.771 -2.192 0.260 0.10 -0.09 0.10 -0.001
C -2.876 1.432 1.941 -0.03 0.04 0.17 -0.001
C -2.261 3.901 0.802 -0.01 0.01 0.08 -0.003
C 4.351 3.068 -2.888 0.02 0.08 0.01 0.001
C 4.347 5.472 -2.772 -0.02 -0.02 0.00 0.000
C -7.805 -1.331 -1.448 0.00 -0.03 0.02 0.000
C -2.998 2.596 2.693 0.01 0.00 -0.03 -0.001
C 3.695 -0.790 -1.675 0.08 0.00 -0.07 -0.003
C -7.868 -2.578 -0.845 0.04 0.01 0.01 0.000
C 0.285 -2.614 2.288 0.29 -0.01 -0.08 0.000
C 1.361 -0.391 2.532 0.04 -0.10 -0.03 0.002
C 3.017 5.447 -2.369 0.00 -0.03 0.00 0.000
C -2.134 2.736 0.068 0.05 0.15 0.04 0.006
C -1.569 3.926 -1.915 -0.01 -0.06 0.06 0.000
C -2.450 1.501 0.626 -0.07 -0.23 -0.10 0.002
C -1.471 -1.050 -5.916 0.02 0.04 0.08 0.000
C -3.298 -0.426 -0.488 0.32 -0.13 0.23 -0.008
C 4.560 -1.356 -4.249 -0.01 0.01 0.03 0.000
C 3.235 0.001 -2.731 0.09 -0.16 -0.02 0.002
C -5.690 -0.947 -0.380 0.13 -0.06 0.16 0.002
C -1.639 0.467 -5.691 0.07 -0.09 -0.05 0.002
C 0.511 -2.372 -1.175 0.01 -0.04 0.01 -0.048
C 3.009 3.022 -2.504 0.08 0.14 0.06 0.003
C 4.561 -1.855 -1.897 -0.01 0.06 -0.02 0.000
C 4.986 -2.145 -3.187 -0.03 0.02 0.01 0.000
C -6.702 -0.521 -1.219 -0.01 0.03 -0.04 -0.001
C 0.987 1.162 -0.937 -0.16 -0.10 0.43 -0.060
C 3.699 -0.292 -4.019 0.01 -0.02 0.02 0.000
C 2.138 -3.889 2.179 -0.23 -0.13 -0.05 0.000
C 5.015 4.282 -3.023 -0.03 -0.02 0.02 0.000
C -0.790 -1.698 -4.703 -0.03 0.05 -0.05 0.003
C 0.426 -3.754 -1.206 -0.05 0.00 0.03 0.000
C -0.098 -5.058 2.117 0.07 0.08 0.01 0.000
C -0.809 -4.392 -1.320 0.07 0.00 0.03 0.000
C -3.371 -5.476 -1.851 0.03 0.06 0.06 0.000
C 0.286 -0.779 -4.158 -0.07 0.06 0.02 0.010
C 2.360 4.233 -2.239 0.07 0.03 0.00 -0.001
C -1.957 -3.621 -1.360 0.00 -0.15 0.04 -0.004
C -6.859 -3.016 0.006 -0.10 0.00 -0.06 0.000
C -4.744 -3.756 1.733 -0.02 0.00 0.00 0.000
C 2.538 -2.611 2.288 -0.14 0.23 0.02 0.000
C -1.855 -2.233 -1.279 -0.08 0.13 0.03 -0.034
C -1.607 0.788 -4.207 0.07 -0.04 0.00 0.028
C -0.636 -1.574 -1.249 -0.28 0.04 -0.12 0.036
C -2.694 3.821 2.124 0.01 -0.02 -0.03 0.003
C 0.708 1.584 -3.747 -0.01 -0.16 -0.09 0.004
H -3.840 -3.777 2.333 0.02 0.01 -0.02 0.000
H -2.378 0.192 -3.698 0.01 0.03 0.05 -0.006
H -2.719 -5.715 -2.693 -0.01 0.01 -0.02 0.000
H -0.943 -4.851 1.466 0.00 0.02 -0.04 0.000
H -3.316 2.537 3.726 -0.01 0.00 -0.02 0.000
H 1.303 -0.137 3.589 -0.02 -0.01 0.03 0.000
H -0.770 4.531 -1.487 -0.02 0.01 0.02 0.001
H -6.932 -3.987 0.475 -0.01 0.02 0.00 0.000
H -2.574 0.832 -6.116 0.00 0.00 -0.02 0.000
H -2.511 4.473 -1.869 -0.03 0.00 0.01 0.000
H 6.056 4.298 -3.322 -0.03 0.00 0.00 0.000
H 4.861 6.418 -2.888 0.00 -0.02 0.03 0.000
H 0.791 2.142 -0.477 -0.02 -0.04 -0.04 -0.007
H -4.407 -5.608 -2.148 -0.04 0.02 0.03 0.000
H 1.489 -1.910 -1.122 -0.02 -0.01 -0.01 0.019
H 1.050 1.661 -4.785 -0.05 -0.05 0.00 0.005
H -4.720 -4.568 1.004 -0.01 0.00 -0.03 0.000
H -8.715 -3.225 -1.032 -0.01 0.01 0.01 0.000
H 0.482 0.005 2.028 -0.01 0.00 -0.02 0.001
H 3.526 -2.187 2.340 -0.06 0.01 -0.01 0.000
H -1.513 -1.927 -3.917 0.01 -0.03 0.01 -0.002
H 0.888 -1.275 -3.406 0.06 0.00 0.06 0.002
H -1.335 3.698 -2.950 -0.02 0.02 0.00 0.000
H 3.390 0.324 -4.859 -0.01 -0.05 0.03 0.000
H -2.438 -1.521 -6.098 0.01 0.01 0.00 0.000
H 1.328 -4.352 -1.148 -0.01 0.01 -0.03 0.000
H -0.867 -5.472 -1.343 0.01 0.02 -0.05 0.000
H 2.265 0.039 2.103 0.00 -0.01 0.01 -0.001
H 3.380 -0.571 -0.659 0.00 -0.03 -0.05 0.000
H -0.861 -1.217 -6.805 -0.04 -0.02 -0.03 0.000
H -4.682 0.761 0.343 -0.02 -0.02 0.01 0.000
H 1.441 0.534 -0.162 -0.05 0.02 -0.09 0.041
H 4.900 -1.571 -5.255 0.00 0.01 0.02 0.000
H 0.954 -0.496 -4.977 0.00 0.03 -0.01 0.003
H 4.906 -2.456 -1.065 -0.01 0.00 -0.01 0.000
H -5.620 -3.860 2.376 -0.02 0.01 0.00 0.000
H 2.498 6.374 -2.157 0.01 -0.02 -0.02 0.000
H -0.473 -5.306 3.110 0.00 0.00 0.03 0.000
H -3.090 0.464 2.374 0.04 0.00 0.00 0.000
H -3.145 -6.144 -1.017 0.03 -0.01 0.02 0.000
H -0.327 -2.646 -4.981 -0.01 0.00 0.02 0.000
H -8.603 -0.994 -2.096 0.02 -0.01 0.00 0.000
H 0.483 -5.888 1.722 0.00 0.00 0.00 0.000
H 5.655 -2.978 -3.364 -0.02 0.03 0.01 0.000
H -2.029 4.865 0.373 0.02 -0.02 0.02 0.000
H 1.323 4.229 -1.918 0.05 0.00 -0.02 0.000
H -6.618 0.451 -1.690 0.00 -0.02 0.00 0.000
H -1.831 1.836 -4.019 0.01 0.03 0.02 -0.001
H -3.898 -2.142 -1.317 -0.06 0.03 -0.12 -0.001
H -0.836 1.020 -6.187 -0.03 0.00 0.01 0.000
H 4.888 2.145 -3.082 -0.01 0.02 -0.01 0.000
H 2.710 -4.797 2.099 -0.06 0.02 0.02 0.000
H -2.780 4.730 2.706 -0.01 -0.02 -0.02 0.000
H 0.216 2.531 -3.507 0.03 -0.02 -0.02 0.001

=====

(2)
104
Properties=species:S:1:pos:R:3:forces:R:3:lowdin_charge:R:1 method="wB97M-V/def2-TZVPD" spin_multiplicity=1 total_charge=+3 e_tot_ev=-122899.383
Ta -0.419 0.174 -0.194 1.23 0.28 0.00 1.437
I -3.276 -1.985 -6.641 -0.01 -0.01 0.00 1.066
I -3.104 -4.173 -1.072 0.00 -0.10 0.13 1.109
S -0.445 2.469 0.234 0.02 0.52 0.11 0.800
P 1.848 -0.149 -1.418 -0.01 -0.18 -0.25 1.049
P -1.350 -0.630 2.042 -0.59 -0.20 -0.04 1.032
F -5.209 1.673 -1.217 -0.02 -0.02 -0.03 0.166
F -2.678 0.868 -0.516 -0.40 0.03 0.11 -0.033
F -5.754 4.337 -1.349 -0.05 0.01 -0.01 0.196
F -3.834 6.154 -0.812 -0.01 0.03 0.00 0.188
F -1.345 5.344 -0.114 -0.01 0.02 0.00 0.141
O -1.337 -1.374 -0.775 -0.01 -0.56 -0.10 -0.313
O 1.380 0.287 1.435 -0.14 -0.22 0.36 -0.201
N -0.927 0.502 -2.323 0.20 0.39 -0.56 -0.059
C -2.280 4.452 -0.387 -0.09 0.00 0.00 -0.213
C -0.999 1.595 -4.448 -0.02 0.00 -0.02 0.016
C -1.410 -5.167 2.542 0.00 -0.01 0.00 -0.046
C 3.768 0.550 2.063 -0.04 0.02 -0.07 -0.080
C 1.732 -1.829 -2.054 0.07 -0.02 0.10 -0.346
C -4.552 3.936 -1.015 0.08 -0.04 0.03 -0.107
C 5.447 0.108 0.338 0.01 0.02 0.04 -0.007
C -0.589 0.061 4.585 -0.01 0.00 -0.04 -0.047
C -3.002 2.198 -0.600 0.09 0.03 0.01 -0.208
C 0.909 -3.433 -3.652 0.01 0.02 0.02 -0.034
C 2.074 -4.184 -1.682 -0.02 -0.01 0.00 -0.040
C -0.212 -0.004 3.249 0.16 0.01 -0.04 -0.292
C -4.086 -0.471 1.680 0.00 -0.03 -0.02 -0.093
C 3.710 2.522 3.571 -0.01 0.01 -0.01 0.016
C 2.788 0.254 1.128 0.01 0.01 -0.13 -0.148
C -0.662 1.556 -3.099 -0.11 0.10 -0.03 -0.101
C -2.445 -4.417 3.083 0.00 -0.02 0.00 -0.044
C 2.233 -2.870 -1.269 0.05 -0.03 0.02 -0.078
C 3.386 2.898 -4.461 0.01 0.01 0.01 -0.029
C -3.078 1.401 2.837 0.04 0.02 -0.02 -0.087
C -2.973 -2.757 -3.762 -0.07 -0.12 0.06 -0.178
C -2.472 -3.041 2.916 -0.02 0.07 0.01 -0.073
C -2.584 -2.694 -2.394 0.20 0.39 -0.46 -0.640
C 2.879 0.611 -3.910 -0.03 -0.06 -0.03 -0.065
C 3.119 -0.062 -0.182 -0.06 -0.10 0.12 -0.302
C -1.973 -0.595 -4.245 -0.02 0.02 0.09 -0.196
C -4.278 2.569 -0.947 0.08 0.11 0.01 -0.133
C -5.315 0.166 1.729 -0.01 0.01 0.01 -0.044
C 2.919 3.310 -3.216 0.02 0.02 -0.03 -0.041
C 4.450 -0.147 -0.580 -0.07 0.04 -0.02 -0.038
C -1.990 3.097 -0.314 -0.09 -0.17 0.02 -0.454
C -0.392 -4.545 1.829 -0.02 -0.01 0.01 -0.068
C -3.559 4.872 -0.739 0.07 -0.09 0.01 -0.116
C 4.404 0.268 4.462 0.01 0.00 0.00 -0.003
C 1.062 -2.118 -3.246 -0.01 0.07 -0.04 -0.098
C 1.414 -4.465 -2.870 -0.01 -0.01 0.00 -0.025
C 3.376 1.555 -4.801 -0.01 -0.02 0.02 -0.035
C 3.480 1.003 3.475 -0.04 -0.02 -0.01 -0.431
C 1.608 0.779 5.125 0.03 0.01 0.00 0.028
C 2.385 1.025 -2.677 -0.09 0.03 0.06 -0.366
C -4.314 2.030 2.882 -0.01 0.01 0.00 -0.044
C 1.087 0.321 2.859 -0.16 0.10 0.05 -0.144
C 2.426 2.378 -2.322 0.00 -0.05 -0.01 -0.114
C -5.430 1.413 2.333 0.00 -0.02 0.00 -0.038
C -2.965 0.142 2.246 0.07 -0.08 0.10 -0.363
C 0.324 0.479 5.532 0.03 0.01 -0.02 -0.008
C -0.417 -3.174 1.654 0.04 0.00 0.00 -0.117
C 2.037 0.688 3.797 -0.04 0.05 0.02 -0.080
C -1.849 -1.606 -2.020 -0.06 0.21 0.36 -0.367
C -1.459 -2.417 2.191 0.09 0.03 0.10 -0.358
C -1.648 0.526 -5.030 0.02 0.00 0.07 0.031
C 5.091 0.471 1.623 0.01 -0.02 0.04 0.032
C -1.575 -0.549 -2.899 -0.39 -0.41 0.00 -0.200
C -2.677 -1.769 -4.665 0.02 0.03 0.00 -0.650
H -2.214 1.888 3.271 0.00 -0.01 0.00 0.111
H -3.275 -2.464 3.356 0.00 0.01 0.00 0.114
H -3.229 -4.903 3.648 -0.01 0.00 0.00 0.124
H 4.221 0.588 5.484 0.00 0.01 0.01 0.089
H 4.744 2.765 3.330 0.02 0.00 0.00 0.101
H 0.047 0.559 6.573 -0.01 0.00 0.01 0.132
H 4.692 -0.383 -1.609 0.00 -0.01 -0.01 0.130
H 3.776 3.627 -5.158 0.00 0.01 -0.01 0.125
H -0.752 2.480 -5.017 -0.01 -0.01 -0.03 0.132
H 0.671 -1.321 -3.867 0.11 -0.01 -0.03 0.105
H 0.406 -3.652 -4.584 0.00 -0.01 -0.02 0.124
H 5.877 0.715 2.324 0.02 0.00 0.00 0.128
H 2.089 2.704 -1.344 -0.01 0.01 0.02 0.086
H 2.910 -0.437 -4.176 -0.05 -0.04 -0.01 0.109
H 2.482 -4.988 -1.085 0.01 0.00 0.00 0.122
H -1.598 -0.208 4.872 0.00 -0.02 0.00 0.128
H -0.184 2.406 -2.632 0.05 -0.04 0.02 0.098
H 2.956 4.355 -2.942 0.00 0.01 0.01 0.123
H -6.185 -0.313 1.302 -0.01 0.00 0.00 0.125
H 0.416 -5.131 1.414 0.01 0.00 0.00 0.115
H -6.394 1.900 2.383 -0.01 0.00 0.00 0.125
H 3.059 3.068 2.886 -0.01 0.00 -0.01 0.099
H 1.305 -5.490 -3.198 -0.01 -0.01 0.00 0.126
H -4.407 2.996 3.360 0.00 0.01 0.01 0.123
H -1.920 0.548 -6.078 0.00 0.00 -0.01 0.091
H 4.264 -0.812 4.409 -0.01 -0.01 -0.01 0.112
H 5.449 0.491 4.263 0.01 0.01 0.00 0.089
H 0.390 -2.702 1.098 -0.01 0.02 -0.02 0.086
H 3.770 1.232 -5.755 0.00 0.00 -0.01 0.124
H 2.322 1.099 5.870 0.01 0.01 0.01 0.128
H -1.392 -6.239 2.684 0.01 -0.01 0.00 0.124
H 3.510 2.872 4.584 0.00 0.00 0.02 0.101
H -4.002 -1.438 1.197 0.01 -0.01 0.02 0.102
H 6.488 0.056 0.054 0.01 -0.01 -0.01 0.132
H -3.533 -3.623 -4.088 0.00 0.00 -0.02 0.096
H 2.772 -2.661 -0.352 0.00 0.01 -0.02 0.111

=====

(3)
15
Properties=species:S:1:pos:R:3:forces:R:3:nbo_charge:R:1 method="wB97M-V/def2-TZVPD" relative_energy_kj_mol=557.4 spin_multiplicity=1 e_tot_ev=-10669.224
N 0.533 -2.834 0.608 3.08 -2.94 0.84 -0.779
N -0.580 -1.146 -0.383 -2.84 -2.07 0.30 -0.604
N 1.184 1.949 0.209 -1.93 2.10 -5.05 -0.809
N 1.183 -0.359 0.623 4.28 1.02 1.44 -0.630
N -1.802 0.835 -0.971 -3.39 1.40 2.02 -0.843
C -0.535 0.224 -0.590 -2.69 1.91 0.98 0.196
C 0.551 0.732 0.017 -0.66 -3.63 0.42 0.170
C 0.495 -1.620 0.383 -1.04 4.66 -1.40 0.575
H 0.521 2.521 0.762 0.59 0.17 -0.44 0.372
H -2.660 0.125 -0.478 3.21 3.14 -1.63 0.369
H 2.229 0.158 1.028 -3.79 -3.37 -1.38 0.445
H -1.515 -1.799 -0.398 3.43 2.43 -0.18 0.430
H 0.950 2.196 -0.974 1.42 0.58 4.54 0.398
H -2.090 2.126 -0.558 1.51 -5.29 -1.10 0.363
H 1.536 -3.107 0.720 -1.18 -0.11 0.64 0.348